(1)
Below is a cluster of 6 separate species, H11O5S in total at a distorted geometry, with properties calculated with ωB97M-V with the def2-TZVPD basis set.

Values from the calculation:
Frontier orbital gap ... 7.88 eV
Charge ... -1
Relative energy (zero: lowest compared OMol25 entry of this formula, charge and spin) ... 19.9 kcal/mol
Energy ... -781.055714 a.u.

Each line ends with the Löwdin charge.
Positions of all 17 atoms, in Å:
1 S 0.5069 -0.7093 -0.8216  -0.004
2 H -0.6209 -0.7966 -0.0574  -0.367
3 H -0.4486 0.9094 0.9926  -0.076
4 H -1.1255 2.1243 0.4965  0.009
5 O -0.7357 1.7726 1.2887  -0.087
6 H 0.7352 0.8006 3.7585  0.022
7 H 1.8994 0.0251 3.3001  -0.021
8 O 1.6171 0.5434 4.0685  -0.096
9 H 1.4178 -1.2226 1.2095  -0.095
10 H 2.8901 -1.2019 1.3281  0.023
11 O 2.1270 -1.2663 1.9001  -0.135
12 H -2.4812 -1.5505 -2.0002  0.011
13 H -3.2124 -0.2737 -1.7857  -0.007
14 O -3.3463 -1.1431 -2.0914  -0.057
15 H 0.2024 0.8095 -3.6826  0.010
16 H -0.9113 1.2211 -2.7810  -0.014
17 O -0.5535 1.4140 -3.6642  -0.115



(2)
Below is a cluster of 6 separate species, H11O5S in total at a distorted geometry, with properties calculated with ωB97M-V with the def2-TZVPD basis set.

Values from the calculation:
Frontier orbital gap ... 8.40 eV
Charge ... -1
Relative energy (zero: lowest compared OMol25 entry of this formula, charge and spin) ... 15.4 kcal/mol
Energy ... -781.062979 a.u.

Each line ends with the Löwdin charge.
Positions of all 17 atoms, in Å:
1 S 1.3518 -0.1347 0.5497  0.201
2 H 1.5425 -0.7126 1.7677  -0.296
3 H 0.4130 -1.9592 -0.3764  -0.108
4 H 0.3912 -2.5319 -1.7800  0.022
5 O 0.0528 -2.7264 -0.9039  -0.145
6 H -3.7777 1.5089 0.1832  -0.004
7 H -3.3103 0.0490 0.1239  -0.011
8 O -4.0901 0.6449 -0.0270  -0.102
9 H -1.7203 -1.6409 -0.4142  0.042
10 H -0.9892 -0.8331 0.6475  -0.051
11 O -1.8754 -0.9177 0.2390  -0.122
12 H 0.3711 2.2581 0.7219  -0.068
13 H -0.2711 2.2415 -0.5598  -0.007
14 O -0.3441 2.7024 0.2629  -0.110
15 H 4.0566 1.4461 -0.3801  0.075
16 H 3.6827 0.0555 0.0255  -0.121
17 O 4.5165 0.5503 -0.0799  -0.196



(3)
Below is a cluster of 6 separate species, H11O5S in total, with properties calculated with ωB97M-V with the def2-TZVPD basis set.

Values from the calculation:
Frontier orbital gap ... 8.05 eV
Charge ... -1
Relative energy (zero: lowest compared OMol25 entry of this formula, charge and spin) ... 14.0 kcal/mol
Energy ... -781.065173 a.u.

Each line ends with the Löwdin charge.
Positions of all 17 atoms, in Å:
1 S -0.9972 -0.0148 -1.3934  0.150
2 H -1.9402 0.7783 -0.8683  -0.345
3 H 0.6105 -1.3217 -0.6574  -0.117
4 H 2.1363 -1.0428 -0.6505  0.026
5 O 1.4535 -1.5685 -0.2229  -0.129
6 H 0.7296 -1.4669 1.8047  -0.005
7 H -0.5717 -1.0771 2.3794  0.021
8 O 0.2630 -1.4795 2.6547  -0.084
9 H -2.2051 -1.6548 -0.0016  -0.073
10 H -1.3797 -2.5472 0.9240  -0.003
11 O -2.2896 -2.3438 0.6884  -0.122
12 H -0.2643 2.7043 -0.5054  0.001
13 H 0.0559 3.0115 0.9614  0.037
14 O 0.2570 3.3016 0.0647  -0.086
15 H 0.9686 1.0070 -2.0502  -0.110
16 H 1.5502 1.9803 -1.0981  -0.013
17 O 1.6232 1.7342 -2.0296  -0.147